11
Properties=species:S:1:pos:R:3 method="wB97M-V/def2-TZVPD" lumo_energy_ev=0.569 orbital_gap_ha=0.42221 homo_energy_ev=-10.92 total_energy_ha=-1667.6135 smiles="O=P(Cl)(Cl)C[SiH3]"
O 1.34113 0.06623 -1.67650
P 1.39521 0.11309 -0.21449
Cl 1.94896 1.72698 0.45613
Cl 2.73147 -1.35058 0.37766
C -0.10842 -0.45734 0.66370
Si -1.55188 0.15076 -0.41270
H -0.13180 0.02103 1.71796
H -0.01174 -1.47602 0.74447
H -1.11732 1.45032 -0.50932
H -1.84857 -0.48641 -1.71963
H -2.64703 0.24196 0.57272

=====

19
Properties=species:S:1:pos:R:3 method="wB97M-V/def2-TZVPD" lumo_energy_ev=-0.618 orbital_gap_ha=0.32593 homo_energy_ev=-9.49 total_energy_ha=-1233.9935 smiles="COC(=O)[C@]1(I)N=CC=C[C@@H]1Cl"
C 1.60821 -1.48879 -2.62335
O 1.02684 -1.24783 -1.31758
C -0.06564 -0.52570 -1.23683
O -0.58296 0.10290 -2.14844
C -0.45184 -0.37187 0.28485
I -0.35804 -2.38941 1.09638
N -1.81938 -0.02070 0.31443
C -2.16760 0.90038 1.11847
C -1.28126 1.35636 2.20179
C 0.02111 1.07663 2.23429
C 0.60513 0.54903 0.98116
Cl 1.11324 1.80568 -0.19878
H 1.06032 -2.37400 -3.12249
H 2.64199 -1.49673 -2.35030
H 1.41234 -0.46554 -3.24874
H -3.17108 1.30518 1.04728
H -1.90847 1.94104 2.85782
H 0.68222 1.34776 3.01950
H 1.63488 -0.00438 1.09053